Entry 1:
This record from the OMol25 dataset describes 2 unconnected molecules or ions with the total composition C4H9N3O2 at a distorted geometry. The level of theory is ωB97M-V/def2-TZVPD.

Summary:
HOMO level (spin up / spin down) (eV): -8.04 / -8.04
ΔE to the lowest compared entry with this formula, charge and spin (kJ/mol): 469.0
Kohn-Sham gap (spin up / spin down) (eV): 8.257 / 8.259

Last column: natural (NBO) charge in e.
CARTESIAN COORDINATES (ANGSTROEM)
C (-1.41, 0.04, 1.30)  -0.180
N (-0.70, 1.76, -0.05)  -0.564
N (-1.63, 0.89, 0.33)  -0.213
C (0.99, 0.67, -0.52)  0.644
C (0.50, -0.89, -0.34)  0.253
N (1.75, 1.04, 0.60)  -0.896
C (-0.24, -1.50, -1.27)  -0.547
O (1.21, -1.56, 0.61)  -0.705
O (1.29, 1.01, -1.66)  -0.653
H (0.97, -2.50, 0.59)  0.484
H (-0.89, 2.12, -0.98)  0.349
H (-2.32, 0.59, -0.38)  0.392
H (2.12, 1.98, 0.55)  0.393
H (2.25, 0.33, 1.11)  0.405
H (-0.64, 0.27, 2.01)  0.226
H (-2.12, -0.76, 1.45)  0.200
H (-0.40, -2.57, -1.29)  0.194
H (-0.71, -0.92, -2.05)  0.218

Entry 2:
This record from the OMol25 dataset describes 9 unconnected molecules or ions with the total composition H18O9 at a distorted geometry. The level of theory is ωB97M-V/def2-TZVPD.

Summary:
HOMO level (eV): -9.26
ΔE to the lowest compared entry with this formula, charge and spin (kJ/mol): 650.9
SMILES: O.O.O.O.O.O.O.O.O
Kohn-Sham gap (eV): 9.138

Last column: natural (NBO) charge in e.
CARTESIAN COORDINATES (ANGSTROEM)
O (-1.95, 0.36, -0.63)  -0.911
H (-1.06, 0.17, -0.33)  0.451
H (-2.28, -0.50, -0.81)  0.459
O (2.26, -3.28, -0.29)  -0.913
H (1.37, -3.16, 0.08)  0.460
H (2.79, -3.07, 0.47)  0.454
O (1.31, 2.89, 2.21)  -0.941
H (0.45, 2.64, 2.03)  0.473
H (1.42, 2.78, 3.17)  0.469
O (3.25, -0.70, 1.40)  -0.928
H (2.87, 0.13, 1.27)  0.474
H (3.86, -0.71, 0.63)  0.457
O (1.95, -1.45, -0.97)  -0.917
H (1.51, -1.13, -0.16)  0.456
H (2.84, -1.48, -0.72)  0.458
O (-4.31, -0.07, 0.54)  -0.933
H (-4.75, 0.06, -0.32)  0.482
H (-4.96, 0.53, 1.02)  0.459
O (-3.77, -2.10, 0.66)  -0.940
H (-3.69, -1.39, 1.32)  0.489
H (-2.88, -2.45, 0.61)  0.443
O (0.28, 3.10, -1.15)  -0.941
H (0.90, 2.44, -1.51)  0.467
H (0.82, 3.83, -0.83)  0.458
O (0.23, 1.03, -2.45)  -0.923
H (0.96, 1.43, -2.88)  0.451
H (0.58, 0.08, -2.37)  0.486

Entry 3:
This record from the OMol25 dataset describes a molecular structure, C38H39BN11ORuTe at a distorted geometry. The level of theory is ωB97M-V/def2-TZVPD.

Summary:
Net charge: +2
HOMO level (spin up / spin down) (eV): -13.21 / -13.21
Spin multiplicity: 6
Kohn-Sham gap (spin up / spin down) (eV): 8.719 / 5.017

Last column: Löwdin charge in e.
CARTESIAN COORDINATES (ANGSTROEM)
Ru (-1.01, -0.68, -1.34)  1.455
C (-3.24, -3.86, -3.12)  -0.011
C (-2.19, -3.43, -2.34)  -0.113
N (-2.26, -2.10, -2.17)  -0.115
N (-3.34, -1.67, -2.85)  0.031
C (-3.95, -2.71, -3.43)  -0.007
B (-3.68, -0.14, -2.92)  -0.651
N (-2.49, 0.57, -3.60)  0.007
C (-2.49, 1.70, -4.31)  -0.042
C (-1.19, 1.98, -4.69)  -0.023
C (-0.44, 0.95, -4.15)  -0.141
N (-1.22, 0.08, -3.50)  -0.049
N (-3.79, 0.33, -1.44)  0.055
C (-4.72, 1.01, -0.76)  -0.012
C (-4.27, 1.20, 0.54)  -0.004
C (-3.02, 0.60, 0.58)  -0.110
N (-2.74, 0.07, -0.62)  -0.124
N (-4.93, 0.05, -3.71)  -0.028
C (-5.06, 0.00, -5.06)  -0.093
C (-6.40, 0.08, -5.36)  -0.040
C (-7.03, 0.18, -4.11)  -0.130
N (-6.15, 0.16, -3.13)  0.071
H (-3.47, -4.86, -3.42)  0.111
H (-1.40, -3.99, -1.87)  0.109
H (-4.84, -2.55, -4.01)  0.138
H (-3.41, 2.22, -4.51)  0.140
H (-0.85, 2.81, -5.29)  0.109
H (0.62, 0.78, -4.20)  0.115
H (-5.64, 1.28, -1.24)  0.117
H (-4.78, 1.71, 1.34)  0.111
H (-2.31, 0.53, 1.38)  0.104
H (-4.20, -0.11, -5.70)  0.127
H (-6.85, 0.07, -6.33)  0.101
H (-8.08, 0.28, -3.89)  0.112
C (7.42, -0.90, 4.45)  -0.022
C (6.11, -0.74, 3.75)  -0.223
C (5.04, -1.58, 4.03)  0.014
C (3.81, -1.44, 3.42)  -0.282
C (2.70, -2.38, 3.78)  -0.046
C (3.67, -0.41, 2.47)  -0.399
Te (1.90, -0.11, 1.43)  1.824
N (0.12, 0.59, -0.20)  -0.197
C (-0.09, 1.89, -0.57)  -0.561
O (-0.95, 1.96, -1.46)  0.029
C (0.55, 3.09, -0.01)  -0.163
C (0.64, 4.19, -0.85)  -0.001
C (1.22, 5.37, -0.39)  -0.042
C (1.68, 5.45, 0.92)  -0.047
C (1.55, 4.36, 1.77)  -0.061
C (0.99, 3.18, 1.31)  -0.068
C (0.59, -0.16, 3.04)  -0.448
C (0.91, 0.69, 4.10)  -0.131
C (0.05, 0.78, 5.18)  -0.044
C (-1.09, 0.00, 5.21)  -0.032
C (-1.38, -0.87, 4.17)  -0.020
C (-0.54, -0.98, 3.07)  -0.322
C (-0.84, -2.00, 2.01)  -0.077
C (4.75, 0.44, 2.13)  -0.297
C (4.65, 1.56, 1.13)  -0.070
C (5.95, 0.26, 2.79)  0.008
H (7.55, -1.91, 4.84)  0.088
H (7.48, -0.21, 5.29)  0.102
H (8.25, -0.68, 3.78)  0.091
H (5.18, -2.37, 4.76)  0.131
H (3.10, -3.24, 4.33)  0.094
H (2.19, -2.78, 2.91)  0.064
H (1.96, -1.90, 4.42)  0.085
H (0.28, 4.12, -1.86)  0.124
H (1.30, 6.22, -1.05)  0.117
H (2.11, 6.37, 1.28)  0.116
H (1.87, 4.44, 2.80)  0.112
H (0.82, 2.38, 2.02)  0.056
H (1.81, 1.29, 4.08)  0.110
H (0.28, 1.45, 6.00)  0.120
H (-1.76, 0.06, 6.06)  0.122
H (-2.27, -1.49, 4.22)  0.127
H (-1.90, -2.22, 1.95)  0.094
H (-0.31, -2.93, 2.21)  0.092
H (-0.52, -1.64, 1.02)  -0.013
H (3.97, 1.37, 0.30)  0.044
H (5.63, 1.76, 0.70)  0.093
H (4.30, 2.48, 1.61)  0.093
H (6.79, 0.90, 2.56)  0.134
N (2.05, -3.56, -2.00)  0.098
C (1.80, -3.22, -3.30)  -0.038
C (0.88, -2.22, -3.25)  -0.113
N (0.59, -1.94, -1.93)  -0.097
C (1.30, -2.78, -1.21)  -0.193
H (2.69, -4.28, -1.68)  0.174
H (2.28, -3.71, -4.12)  0.132
H (0.40, -1.70, -4.05)  0.098
H (1.29, -2.86, -0.13)  0.102

| no. | calculated total energy (eV) |
| --- | --- |
| 1 | -12855.067 |
| 2 | -18715.389 |
| 3 | -69015.333 |